Density functional theory data (the ωB97M-V functional and the def2-TZVPD basis) for one molecule with the formula C3H7NO in a non-equilibrium geometry.

Last column: Mulliken charge in e.
Element x y z (Å)
C -0.74 1.58 0.02  -0.961
C -0.91 0.13 -0.15  -0.180
C 0.29 -0.66 0.37  -0.294
N 0.89 -1.45 -0.40  -0.331
O 2.05 -2.08 0.08  -0.390
H 0.29 1.92 -0.36  0.303
H -0.71 1.92 1.13  0.270
H -1.50 2.15 -0.60  0.270
H -1.74 -0.25 0.44  0.231
H -1.02 -0.29 -1.16  0.236
H 0.65 -0.52 1.35  0.476
H 2.45 -2.44 -0.72  0.371

- energy above the lowest of the compared OMol25 structures with the same formula, charge and spin (kJ/mol) = 265.4
- LUMO level (eV) = 1.20
- HOMO energy (eV) = -9.831
- structure (SMILES) = CC/C=N/O
- E (Ha) = -248.42540
- orbital gap (eV) = 11.03

=====

Density functional theory data (the ωB97M-V functional and the def2-TZVPD basis) for an isolated ion of composition CH2N5 and charge +1 in a non-equilibrium geometry.

Last column: Mulliken charge in e.
Element x y z (Å)
H 1.98 0.88 -0.77  0.281
N 1.57 1.43 -0.07  -0.199
N 0.50 0.98 0.33  0.097
N -0.18 -0.18 0.07  0.768
C -1.54 -0.03 -0.11  0.250
N -2.65 0.12 -0.28  -0.067
N 0.44 -1.23 0.28  -0.425
H -0.12 -1.97 0.55  0.295

- energy above the lowest of the compared OMol25 structures with the same formula, charge and spin (kJ/mol) = 272.0
- LUMO level (spin up / spin down) (eV) = -8.40 / -8.40
- HOMO energy (spin up / spin down) (eV) = -17.124 / -17.125
- structure (SMILES) = [H]/N=N\[N+](C#N)=N\[H]
- total charge = +1
- E (Ha) = -312.55967
- orbital gap (spin up / spin down) (eV) = 8.73 / 8.73

=====

Density functional theory data (the ωB97M-V functional and the def2-TZVPD basis) for a 2-piece molecular cluster, C4H8ClN2OP overall in a non-equilibrium geometry.

Last column: Mulliken charge in e.
Element x y z (Å)
C 1.53 0.38 1.76  -0.355
C 0.90 1.81 1.55  -0.391
C -1.67 -1.26 -1.75  -0.382
C -1.69 -1.78 -0.32  -0.165
N 1.57 1.14 0.49  -0.107
N -2.03 -0.44 -0.68  -0.363
O 1.50 -0.35 -1.80  -0.551
P 0.77 0.54 -0.86  0.642
Cl 0.63 2.30 -1.85  -0.262
H 2.47 0.43 2.37  0.232
H 0.88 -0.50 2.09  0.239
H -0.19 1.89 1.54  0.278
H 1.40 2.74 1.87  0.214
H -0.60 -1.21 -2.06  0.176
H -2.28 -1.54 -2.48  0.343
H -2.53 -2.23 0.12  0.300
H -0.67 -1.94 0.01  0.151

- energy above the lowest of the compared OMol25 structures with the same formula, charge and spin (kJ/mol) = 19.9
- LUMO level (spin up / spin down) (eV) = -0.60 / -1.84
- HOMO energy (spin up / spin down) (eV) = -9.020 / -9.731
- E (Ha) = -1143.35442
- orbital gap (spin up / spin down) (eV) = 8.42 / 7.89

=====

Density functional theory data (the ωB97M-V functional and the def2-TZVPD basis) for a 15-piece molecular cluster, H31O15 overall in a non-equilibrium geometry.

Last column: Mulliken charge in e.
Element x y z (Å)
O 0.38 -1.70 3.65  -0.661
H -0.11 -3.52 -0.76  0.351
H 0.41 -0.74 3.50  0.235
O 0.58 3.62 -0.05  -0.617
H -0.93 0.25 -1.95  0.266
H -0.31 3.37 -0.31  0.299
O 4.05 -1.03 -0.33  -0.433
H -2.86 0.20 1.96  0.292
H 1.71 -2.36 0.69  0.070
O -2.01 3.54 1.75  -0.635
H -1.28 1.34 -0.31  0.614
H -2.29 2.95 1.02  0.368
O -2.42 -2.32 -2.95  -0.670
H -3.36 -2.16 -3.02  0.336
H -2.01 -1.59 -3.42  0.249
O -0.46 -2.61 -0.64  -0.597
H 3.56 -0.19 -0.15  0.182
H 4.10 -0.93 -1.27  0.267
O -2.98 0.48 2.87  -0.646
H -1.01 -2.92 -1.42  0.155
H 3.41 2.55 0.07  0.274
O 1.95 -2.82 1.55  0.315
H 0.45 3.73 0.89  0.306
H 2.20 2.52 -0.73  0.301
O -2.02 2.03 -0.41  -0.786
H 2.99 -2.41 1.73  0.224
H 1.80 -2.22 -3.97  0.291
O -0.32 0.78 2.20  -0.752
H 2.07 0.39 0.64  0.238
O -0.74 0.02 -0.99  -0.860
H -0.24 -0.78 -1.05  0.354
H -0.19 1.58 1.70  0.178
O 2.77 1.92 -0.27  -0.700
H -2.70 1.58 -0.94  0.229
H 1.41 -2.54 2.32  0.140
O 2.22 -2.06 -3.15  -0.662
H -3.27 -0.45 3.10  0.323
H 2.84 -2.70 -2.86  0.326
O 1.79 -0.37 1.16  -0.286
H 0.14 -1.85 4.56  0.333
H -2.34 1.85 -3.75  0.282
O -2.29 0.94 -3.46  -0.585
H -2.24 0.45 -4.29  0.286
H -2.47 3.17 2.51  0.300
H -1.08 1.06 2.76  0.346
H 1.11 -0.10 1.81  0.160

- energy above the lowest of the compared OMol25 structures with the same formula, charge and spin (kJ/mol) = 74.0
- LUMO level (spin up / spin down) (eV) = -0.40 / -0.49
- HOMO energy (spin up / spin down) (eV) = -2.726 / -10.607
- ⟨S²⟩ = 0.7509
- 2S+1 = 2
- E (Ha) = -1147.00924
- orbital gap (spin up / spin down) (eV) = 2.33 / 10.12